No. 1
This record from the Open Molecules 2025 dataset describes a 2-piece molecular cluster, C3H12NP2 overall in a non-equilibrium geometry. The level of theory is wB97M-V/def2-TZVPD.

The geometry in ORCA input format:
```
! wB97M-V def2-TZVPD RIJCOSX def2/J DEFGRID3
* xyz 1 1
C 2.51 0.69 -0.03
C 1.47 -0.20 0.43
C -1.12 -0.18 0.01
N 0.28 0.28 -0.35
P -1.42 -1.97 -0.32
P -2.27 1.28 -0.03
H 3.40 0.48 0.62
H 2.83 0.47 -1.04
H 2.18 1.72 -0.05
H 1.26 -0.15 1.46
H 1.70 -1.29 0.00
H -0.98 -0.24 1.76
H 0.54 0.22 -1.32
H 0.35 1.35 0.00
H -2.34 -2.19 0.67
H -2.30 -1.87 -1.36
H -2.87 0.89 -1.23
H -3.23 0.73 0.79
*
```

Properties
LUMO	-4.48	eV
molecular weight	124.1	g mol⁻¹
frontier orbital gap	8.8	eV
energy relative to the best compared isomer or geometry (same formula, charge and spin)	231.57	kJ/mol

***

No. 2
This record from the Open Molecules 2025 dataset describes a 2-piece molecular cluster, C24H27NO3 overall in a non-equilibrium geometry. The level of theory is wB97M-V/def2-TZVPD.

The geometry in ORCA input format:
```
! wB97M-V def2-TZVPD RIJCOSX def2/J DEFGRID3
* xyz 0 1
C -3.16 3.12 2.14
C -2.74 1.91 2.95
O -1.45 1.48 2.49
C -1.11 0.23 2.95
C 0.34 -0.03 2.73
C 0.86 -1.14 3.54
O 0.32 -2.25 3.61
C 2.19 -0.85 4.28
C 3.33 -1.24 3.37
C 3.27 -0.54 2.01
C 2.73 0.90 2.04
C 1.20 1.11 2.33
O -1.93 -0.50 3.50
H -4.17 3.42 2.46
H -2.47 3.96 2.30
H -3.18 2.94 1.05
H -2.65 2.21 4.01
H -3.48 1.09 2.83
H 2.25 0.21 4.56
H 2.21 -1.43 5.21
H 4.27 -0.97 3.88
H 3.35 -2.33 3.25
H 4.30 -0.46 1.66
H 2.71 -1.13 1.29
H 3.34 1.46 2.77
H 2.89 1.37 1.06
H 0.74 1.52 1.42
H 1.14 1.93 3.08
C -1.76 0.40 -0.04
C -0.78 -0.54 -0.55
N -0.50 -0.63 -1.85
C -0.18 -1.84 -2.53
C -0.50 -3.14 -2.15
C -0.41 -4.14 -3.14
C -0.03 -3.84 -4.46
C 0.19 -2.52 -4.85
C 0.08 -1.51 -3.89
C -0.06 -0.09 -4.04
C -0.47 0.44 -2.79
C -0.80 1.77 -2.64
C -0.67 2.61 -3.77
C -0.23 2.10 -5.01
C 0.04 0.73 -5.16
H -2.17 0.00 0.89
H -1.19 1.31 0.20
H -2.58 0.67 -0.72
H -0.26 -1.22 0.13
H -0.84 -3.33 -1.13
H -0.65 -5.17 -2.88
H 0.09 -4.65 -5.19
H 0.43 -2.25 -5.87
H -1.18 2.14 -1.69
H -0.91 3.66 -3.68
H -0.09 2.78 -5.85
H 0.36 0.30 -6.11
*
```

Properties
LUMO	-2.04	eV
molecular weight	377.5	g mol⁻¹
frontier orbital gap	4.1	eV
energy relative to the best compared isomer or geometry (same formula, charge and spin)	247.31	kJ/mol

***

No. 3
This record from the Open Molecules 2025 dataset describes a 5-piece molecular cluster, C20H46INO11 overall in a non-equilibrium geometry. The level of theory is wB97M-V/def2-TZVPD.

The geometry in ORCA input format:
```
! wB97M-V def2-TZVPD RIJCOSX def2/J DEFGRID3
* xyz 0 1
C 4.63 -2.86 -3.87
C 4.20 -1.25 -3.84
N 4.94 -0.40 -4.65
C 3.00 -0.74 -2.86
O 1.76 -0.32 -3.50
C 1.29 -1.21 -4.55
O 1.71 -0.92 -5.82
O 0.34 -2.32 -4.46
I 0.42 -3.32 -2.71
H 5.78 -2.97 -4.10
H 4.45 -3.26 -2.78
H 4.02 -3.48 -4.66
H 4.54 0.57 -4.47
H 2.85 -1.57 -2.02
H 3.42 0.21 -2.26
C -5.20 -3.09 -0.22
O -5.56 -3.80 -1.41
C -4.48 -3.88 -2.33
C -3.76 -5.24 -2.24
O -3.12 -5.41 -0.97
C -3.90 -6.19 -0.07
H -5.93 -3.34 0.56
H -4.21 -3.37 0.14
H -5.24 -2.02 -0.41
H -3.77 -3.05 -2.19
H -4.91 -3.78 -3.34
H -2.98 -5.27 -3.00
H -4.45 -6.06 -2.44
H -3.77 -7.25 -0.31
H -4.96 -5.93 -0.10
H -3.53 -6.01 0.94
C 3.55 1.82 2.97
O 2.66 2.85 2.54
C 3.21 3.63 1.47
C 2.66 3.16 0.11
O 3.09 1.83 -0.20
C 2.08 0.86 0.09
H 2.97 1.09 3.54
H 4.02 1.31 2.13
H 4.31 2.25 3.62
H 4.30 3.60 1.49
H 2.90 4.66 1.63
H 3.07 3.82 -0.67
H 1.57 3.24 0.07
H 1.34 0.85 -0.71
H 1.58 1.06 1.05
H 2.56 -0.12 0.15
C 2.03 2.83 8.56
O 1.81 1.64 7.80
C 0.42 1.42 7.53
C 0.05 1.90 6.12
O 0.18 3.32 6.00
C 1.41 3.69 5.37
H 3.08 3.11 8.46
H 1.42 3.66 8.22
H 1.82 2.63 9.62
H -0.20 1.90 8.29
H 0.25 0.34 7.59
H -1.01 1.67 5.94
H 0.64 1.38 5.36
H 1.32 3.57 4.29
H 2.25 3.10 5.73
H 1.60 4.75 5.60
C -3.48 2.80 -4.27
O -3.00 1.59 -4.86
C -1.61 1.37 -4.60
C -1.41 0.39 -3.44
O -1.89 0.93 -2.21
C -3.19 0.45 -1.87
H -4.57 2.75 -4.22
H -3.09 2.94 -3.26
H -3.19 3.65 -4.89
H -1.10 2.32 -4.42
H -1.19 0.93 -5.51
H -0.34 0.21 -3.32
H -1.88 -0.58 -3.65
H -3.11 -0.55 -1.44
H -3.86 0.42 -2.74
H -3.62 1.12 -1.13
*
```

Properties
LUMO	-1.73	eV
molecular weight	603.5	g mol⁻¹
frontier orbital gap	7.4	eV
energy relative to the best compared isomer or geometry (same formula, charge and spin)	370.75	kJ/mol
SMILES	[H]/N=C(/C)COC(=O)OI.COCCOC.COCCOC.COCCOC.COCCOC

***

No. 4
This record from the Open Molecules 2025 dataset describes C29H41F5P2SSc as an isolated structure in a non-equilibrium geometry. The level of theory is wB97M-V/def2-TZVPD.

The geometry in ORCA input format:
```
! wB97M-V def2-TZVPD RIJCOSX def2/J DEFGRID3
* xyz 1 1
Sc 1.57 -0.26 0.59
C -0.44 -1.01 2.24
C -0.18 -2.15 1.41
C 1.74 -1.70 2.62
C 0.74 -0.75 2.99
C 1.17 -2.56 1.63
C -1.77 -0.48 2.65
H -2.58 -0.96 2.09
H -1.83 0.61 2.54
H -1.95 -0.69 3.72
C 0.77 0.10 4.21
H 0.20 1.03 4.06
H 1.81 0.34 4.45
H 0.32 -0.43 5.07
C 2.97 -1.95 3.40
H 2.76 -2.40 4.38
H 3.52 -1.01 3.58
H 3.63 -2.65 2.87
C 1.69 -3.91 1.26
H 1.43 -4.65 2.04
H 2.78 -3.91 1.17
H 1.25 -4.27 0.33
C -1.19 -3.04 0.77
H -1.24 -3.98 1.34
H -0.90 -3.30 -0.26
H -2.20 -2.61 0.75
C -3.87 1.94 -0.64
C -4.73 1.34 -1.49
C -4.40 0.48 -2.68
C -3.16 0.97 -3.49
C -1.88 0.22 -3.00
C -2.24 -0.51 -1.79
C -2.14 0.13 -0.49
C -2.40 1.64 -0.51
H -5.27 0.49 -3.35
H -3.04 2.06 -3.43
H -4.30 -0.57 -2.35
H -1.82 2.09 -1.32
H -4.25 2.69 0.07
H -5.82 1.40 -1.33
H -1.98 2.11 0.39
H -2.88 -0.40 0.14
H -2.17 -1.60 -1.81
H -1.17 -0.04 0.01
H -3.32 0.73 -4.56
H -1.73 -0.55 -3.77
P -0.19 1.12 -3.17
C -0.13 2.92 -3.08
C -0.03 0.72 -4.96
P 0.86 -1.12 -1.49
C 1.32 0.41 -2.44
C 0.32 -2.22 -2.88
C 2.56 -1.74 -1.22
H 0.28 3.25 -2.11
H -1.12 3.35 -3.27
H 0.53 3.23 -3.90
H 0.59 1.49 -5.44
H -1.02 0.69 -5.43
H 0.45 -0.27 -5.08
H 3.21 -1.36 -2.02
H 2.52 -2.84 -1.22
H 3.00 -1.46 -0.21
H 1.78 1.20 -1.81
H 2.01 0.17 -3.28
H 0.42 -3.28 -2.60
H 0.89 -2.07 -3.82
H -0.75 -2.09 -3.11
F 1.50 4.48 4.79
C 2.04 3.61 3.91
C 1.37 3.33 2.72
F 0.18 3.92 2.47
C 1.92 2.41 1.86
F 1.11 1.96 0.77
C 3.16 1.78 2.07
S 3.87 0.68 0.93
C 3.80 2.08 3.30
F 4.90 1.38 3.65
C 3.26 2.99 4.20
F 3.88 3.27 5.38
*
```

Properties
LUMO (spin up / spin down)	-3.04 / -3.03	eV
molecular weight	623.6	g mol⁻¹
frontier orbital gap (spin up / spin down)	4.9 / 4.9	eV
energy relative to the best compared isomer or geometry (same formula, charge and spin)	211.68	kJ/mol

***

No. 5
This record from the Open Molecules 2025 dataset describes an isolated ion of composition CH2N2O2S2 and charge -2 in a non-equilibrium geometry. The level of theory is wB97M-V/def2-TZVPD.

The geometry in ORCA input format:
```
! wB97M-V def2-TZVPD RIJCOSX def2/J DEFGRID3
* xyz -2 1
C 0.50 0.29 0.76
N -0.66 -0.28 -0.17
N 0.95 -0.77 1.51
O -2.58 1.00 -1.32
O -0.98 -0.32 -2.58
S 1.57 1.64 0.61
S -1.11 0.75 -1.49
H 2.01 -0.78 1.43
H 0.30 -1.53 1.25
*
```

Properties
LUMO	5.96	eV
molecular weight	138.2	g mol⁻¹
frontier orbital gap	5.1	eV
energy relative to the best compared isomer or geometry (same formula, charge and spin)	145.46	kJ/mol

***

No. 6
This record from the Open Molecules 2025 dataset describes C6H19CsN5O7S as an isolated structure in a non-equilibrium geometry. The level of theory is wB97M-V/def2-TZVPD.

The geometry in ORCA input format:
```
! wB97M-V def2-TZVPD RIJCOSX def2/J DEFGRID3
* xyz -1 1
Cs 0.24 1.16 -0.08
S -1.41 3.81 -2.57
O -1.13 2.41 -2.41
O -2.81 4.16 -2.82
O -1.01 4.43 -1.36
O -0.63 4.35 -3.68
C -1.78 -3.35 3.21
C -1.59 -3.54 1.64
C -0.09 -3.32 1.27
O 0.22 -3.59 -0.12
C -0.08 -2.57 -1.02
N -1.89 -4.95 1.49
H -1.26 -3.99 3.92
H -2.84 -3.29 3.46
H -1.38 -2.35 3.38
H -2.22 -2.90 1.03
H 0.44 -3.96 1.98
H 0.25 -2.30 1.48
H -0.86 -2.75 -1.75
H 0.77 -2.42 -1.69
H -0.22 -1.61 -0.51
H -1.43 -5.33 0.68
H -2.85 -5.28 1.54
C -0.60 4.03 2.52
O -1.16 4.01 3.61
N -1.20 3.53 1.48
N 0.65 4.44 2.28
H -2.18 3.29 1.54
H -0.87 3.84 0.58
H 1.01 4.50 1.34
H 1.13 4.90 3.04
C 2.83 0.46 -2.77
O 2.01 -0.08 -2.09
N 3.26 1.72 -2.71
N 3.72 -0.28 -3.36
H 4.12 1.79 -3.23
H 2.91 2.29 -1.96
H 4.45 0.01 -4.00
H 3.49 -1.26 -3.33
*
```

Properties
LUMO	1.37	eV
molecular weight	438.2	g mol⁻¹
frontier orbital gap	4.1	eV

***

| no. | total energy (hartree) |
| --- | --- |
| 1 | -858.53847 |
| 2 | -1211.09069 |
| 3 | -1969.35296 |
| 4 | -3470.19807 |
| 5 | -1095.58980 |
| 6 | -1458.86347 |